{
  "formula": "C3H5NO2",
  "method": "ωB97M-V/def2-TZVPD",
  "symbols": ["O", "O", "N", "C", "C", "C", "H", "H", "H", "H", "H"],
  "coordinates": [[0.273, 0.664, 0.377], [-0.809, -0.745, -1.000], [-1.058, 2.358, 1.116], [0.207, -0.425, -0.431], [1.387, -1.335, -0.545], [-0.976, 1.196, 0.655], [1.896, -1.218, -1.503], [0.778, -2.237, -0.656], [2.121, -1.318, 0.268], [-1.778, 0.491, 0.431], [-2.041, 2.568, 1.288]],
  "atomic_forces_ev_per_a": [[-0.0033, -0.0410, -0.0320], [0.0462, 0.4648, -0.0444], [0.0217, -0.3268, -0.1309], [-0.5328, -0.3182, -0.3568], [-0.1030, -0.0089, -0.0664], [-0.1208, 0.3247, 0.1669], [-0.0620, 0.2858, 0.1040], [0.9831, -0.5638, 0.3486], [-0.4277, -0.0668, -0.1413], [0.0549, 0.2138, 0.1170], [0.1437, 0.0364, 0.0353]],
  "relative_energy_kcal_mol": 23.8,
  "gap_ev": 11.41,
  "total_energy_ev": -8776.66204,
  "smiles": "[H]/N=C/OC(C)=O",
  "lumo_ev": 0.87
}


{
  "formula": "C3H5NO2",
  "method": "ωB97M-V/def2-TZVPD",
  "symbols": ["O", "O", "N", "C", "C", "C", "H", "H", "H", "H", "H"],
  "coordinates": [[2.285, -0.521, -0.525], [-1.540, 0.279, -0.640], [1.552, 0.496, 0.065], [-0.934, 0.983, 0.420], [-0.685, -0.794, -0.371], [0.323, 0.212, 0.106], [-1.362, 0.059, 1.442], [3.177, -0.150, -0.571], [-1.028, 2.083, 0.298], [-1.177, -1.085, 0.926], [-0.611, -1.562, -1.150]],
  "atomic_forces_ev_per_a": [[0.3486, -0.1790, -0.0660], [-0.4160, -0.0672, -0.1988], [-0.7741, 0.1413, 0.0034], [-0.4523, -0.5810, 1.2691], [-0.6553, -1.1815, 1.6175], [0.2723, -0.0573, 0.2878], [0.7003, 3.2372, -1.3034], [-0.1783, -0.0986, 0.0475], [-0.0940, -0.8035, 0.8064], [1.2049, -0.6144, -3.0025], [0.0440, 0.2041, 0.5391]],
  "relative_energy_kcal_mol": 157.9,
  "gap_ev": 10.75,
  "total_energy_ev": -8770.84881,
  "lumo_ev": 0.60
}


{
  "formula": "C3H5NO2",
  "method": "ωB97M-V/def2-TZVPD",
  "symbols": ["O", "O", "N", "C", "C", "C", "H", "H", "H", "H", "H"],
  "coordinates": [[0.697, 1.141, -0.746], [2.620, 0.080, -0.137], [0.568, -0.714, 0.499], [1.425, 0.161, -0.138], [-0.794, -0.544, 0.168], [-0.642, 0.938, -0.291], [0.941, -1.591, 0.768], [-1.358, 0.739, -1.055], [-1.162, -1.313, -0.572], [-1.538, -0.566, 0.971], [-0.757, 1.669, 0.532]],
  "atomic_forces_ev_per_a": [[-0.3220, -0.9385, 0.0807], [-0.1103, 0.2624, -0.2617], [0.5564, -0.2702, 0.5816], [0.4511, -0.5139, 0.2937], [0.2162, 0.1810, 0.3757], [-0.7094, -1.0224, 0.1999], [0.5023, -0.6007, 0.2338], [-0.5943, 2.4226, -1.2737], [0.3878, 1.0893, 0.1071], [0.4759, -0.0971, 0.3352], [-0.8537, -0.5126, -0.6723]],
  "relative_energy_kcal_mol": 23.7,
  "gap_ev": 10.85,
  "total_energy_ev": -8776.66497,
  "smiles": "O=C1NCCO1",
  "lumo_ev": 0.75
}


{
  "formula": "C3H5NO2",
  "method": "ωB97M-V/def2-TZVPD",
  "symbols": ["O", "O", "N", "C", "C", "C", "H", "H", "H", "H", "H"],
  "coordinates": [[1.998, 1.251, 0.048], [-1.147, 0.250, -0.527], [-0.316, -0.686, 1.397], [0.149, 0.314, -1.142], [-1.276, -0.243, 0.705], [1.398, 0.247, -0.251], [1.783, -0.759, -0.016], [-0.639, -0.977, 2.315], [0.173, 1.283, -1.645], [-2.326, -0.190, 1.002], [0.201, -0.490, -1.885]],
  "atomic_forces_ev_per_a": [[-0.2638, -0.4128, -0.0870], [0.0242, 0.0033, 0.0936], [-0.3128, 0.0785, -0.1517], [0.1504, 0.0736, -0.1132], [0.0514, -0.0644, 0.1836], [0.1635, 0.2690, 0.0632], [-0.0108, 0.1658, -0.0274], [0.0713, -0.0125, -0.0882], [0.0221, -0.1375, 0.0012], [0.1103, -0.0044, 0.0099], [-0.0058, 0.0413, 0.1160]],
  "relative_energy_kcal_mol": 42.4,
  "gap_ev": 10.63,
  "total_energy_ev": -8775.85738,
  "smiles": "[H]/N=C/OCC=O",
  "lumo_ev": 0.84
}


{
  "formula": "C3H5NO2",
  "method": "ωB97M-V/def2-TZVPD",
  "symbols": ["O", "O", "N", "C", "C", "C", "H", "H", "H", "H", "H"],
  "coordinates": [[1.301, -1.109, 1.041], [-1.559, -1.430, -0.380], [-0.378, 0.562, -1.268], [-0.570, -0.530, -0.449], [0.366, -0.258, 0.491], [0.565, 1.068, -0.197], [0.115, 1.931, 0.314], [-1.451, -1.440, 0.596], [1.573, 1.273, -0.544], [1.206, -1.177, 1.995], [-1.168, 1.109, -1.599]],
  "atomic_forces_ev_per_a": [[-0.0481, -0.0053, 0.4177], [0.1607, -0.0312, 0.2795], [-0.2491, 0.0061, -0.0979], [0.1118, 0.3199, 0.4682], [0.3604, 0.2945, -0.4774], [0.5738, 0.3577, -0.0893], [0.2306, -0.1690, -0.1521], [-1.1642, -1.2224, -0.4578], [0.0596, 0.2024, -0.2514], [-0.0108, 0.1590, 0.0414], [-0.0247, 0.0883, 0.3192]],
  "relative_energy_kcal_mol": 82.2,
  "gap_ev": 8.45,
  "total_energy_ev": -8774.13115,
  "lumo_ev": 0.57
}


{
  "formula": "C3H5NO2S",
  "method": "ωB97M-V/def2-TZVPD",
  "symbols": ["S", "O", "O", "N", "C", "C", "C", "H", "H", "H", "H", "H"],
  "coordinates": [[-0.070, 1.406, -0.801], [1.343, -0.743, -0.055], [-0.658, -0.724, 1.188], [-1.503, -0.797, 0.089], [0.564, -1.404, 0.939], [-1.325, 0.187, -0.721], [1.306, 0.633, 0.064], [1.134, -1.482, 1.819], [2.155, 1.042, -0.536], [-2.078, 0.254, -1.505], [0.282, -2.397, 0.517], [1.402, 0.896, 1.153]],
  "atomic_forces_ev_per_a": [[-0.9288, 0.1235, -0.0568], [-0.3094, -0.7233, -0.2796], [1.7551, -0.0368, 1.0628], [-0.4212, 0.8945, -1.2572], [-1.7808, -0.4680, -2.1666], [-0.2846, -0.7247, 0.5378], [1.4459, 0.3376, 0.7018], [0.3290, 0.0833, 1.4649], [-0.3669, -0.3432, 0.8176], [0.2201, 0.0058, -0.0339], [0.6375, 0.5621, 0.2667], [-0.2959, 0.2891, -1.0574]],
  "relative_energy_kcal_mol": 68.7,
  "gap_ev": 10.02,
  "total_energy_ev": -19609.53385,
  "smiles": "C1=NOCOCS1",
  "lumo_ev": 0.74
}


{
  "formula": "C3H5NO2S",
  "method": "ωB97M-V/def2-TZVPD",
  "symbols": ["S", "O", "O", "N", "C", "C", "C", "H", "H", "H", "H", "H"],
  "coordinates": [[-1.261, 0.250, 0.904], [-0.024, 1.118, 0.043], [-1.924, -0.506, -0.130], [2.490, 0.278, -2.079], [1.443, 0.586, -1.708], [0.063, 0.950, -1.304], [-0.186, -0.959, 1.758], [0.636, -1.433, 1.295], [0.194, -0.540, 2.781], [-0.576, 0.183, -1.688], [-0.626, -1.910, 2.011], [-0.229, 1.983, -1.883]],
  "atomic_forces_ev_per_a": [[2.0244, -0.2107, -0.3064], [-0.6695, 0.0486, 2.5804], [-1.0440, -0.5861, -0.5789], [-0.5947, 0.2120, 0.2974], [0.3461, -0.0996, -0.2556], [0.3210, 2.4598, -2.6156], [0.6070, 0.6835, 2.9505], [1.3731, 0.7083, -1.5003], [-0.7196, -0.3801, -1.9478], [-0.6738, -0.5148, -0.1994], [-1.6825, 0.0911, 0.2432], [0.7126, -2.4121, 1.3325]],
  "relative_energy_kcal_mol": 62.4,
  "gap_ev": 10.86,
  "total_energy_ev": -19609.80657,
  "lumo_ev": 0.50
}


{
  "formula": "C3H5NO2S",
  "method": "ωB97M-V/def2-TZVPD",
  "symbols": ["S", "O", "O", "N", "C", "C", "C", "H", "H", "H", "H", "H"],
  "coordinates": [[1.322, 1.196, 0.710], [-1.028, 0.888, -0.578], [-0.291, -1.009, -2.288], [0.585, -0.041, 1.645], [-1.130, -0.470, -0.125], [-0.614, -1.419, -1.196], [-0.401, -0.665, 1.179], [-0.748, -1.548, 1.750], [-0.626, 0.858, -1.441], [2.358, 1.293, 1.495], [-2.179, -0.609, 0.075], [-0.633, -2.548, -0.984]],
  "atomic_forces_ev_per_a": [[-0.8412, -0.0233, -0.3873], [-0.4039, -0.9158, 0.9279], [0.0151, -0.1971, 0.8863], [0.5616, 0.3595, -0.3012], [0.6751, 1.8178, -0.4467], [-0.5467, -1.0461, -0.7828], [-0.2614, -1.1154, 0.2423], [0.0652, 0.5902, -0.0302], [0.3497, -0.0298, -0.8313], [0.8196, -0.0237, 0.7649], [-0.5900, -0.6998, -0.0408], [0.1569, 1.2836, -0.0009]],
  "relative_energy_kcal_mol": 44.8,
  "gap_ev": 9.48,
  "total_energy_ev": -19610.56771,
  "smiles": "O=C[C@H](O)/C=N\\S",
  "lumo_ev": 0.38
}